1.
ORCA calculation (the ωB97M-V functional and the def2-TZVPD basis) on a single C6H6BrF2NO2S molecule in a non-equilibrium geometry.

Output
**E_HOMO**: -9.511 eV
**SMILES**: NS(=O)(=O)[C@]1(F)C=C(F)C=C[C@H]1Br
**Kohn-Sham gap**: 9.038 eV

```
19
Properties=species:S:1:pos:R:3:forces:R:3:lowdin_charge:R:1
Br -0.2878 -1.1242 2.8456 0.30 0.07 -0.46 0.7218
S -0.6354 -0.3334 -1.5007 -3.28 -0.48 -1.19 0.6265
F 1.3067 3.1063 0.8117 -0.50 0.14 -0.93 0.0772
F -2.0538 -0.1838 0.6228 0.66 0.40 0.12 -0.0097
O 0.5709 -0.9449 -1.8906 1.61 -0.63 0.04 -0.2542
O -1.1120 0.8213 -2.1966 -0.02 0.19 0.01 -0.2752
N -1.8089 -1.5344 -1.5287 -0.23 0.94 0.42 -0.0560
C 1.7200 -0.3948 0.9375 0.75 -0.26 0.22 -0.1346
C -0.7482 0.0956 0.2687 1.42 -0.08 0.51 -0.5426
C 0.8827 1.8552 0.5509 1.20 -0.30 2.15 -0.2445
C 0.2866 -0.8398 0.9549 -0.64 -0.07 0.47 -0.5998
C -0.4064 1.5447 0.4379 1.29 -1.29 -0.70 0.0412
C 1.9891 0.9053 0.7741 1.97 -0.03 0.33 -0.0137
H -1.7337 -2.3562 -2.1021 0.61 0.10 -0.24 0.0762
H 0.1903 -1.7983 0.4869 -0.09 -0.66 0.05 0.0761
H -2.7666 -1.1784 -1.4689 0.63 -0.14 -0.04 0.0847
H -1.0264 2.2367 -0.0200 -1.60 1.41 -0.06 0.1132
H 3.0912 1.2985 0.8975 -2.53 -0.64 -0.51 0.1632
H 2.5416 -1.1754 1.1192 -1.53 1.33 -0.20 0.1505
```
Positions in Å, forces in eV/Å.


2.
ORCA calculation (the ωB97M-V functional and the def2-TZVPD basis) on 2 unconnected molecules or ions with the total composition C6H6BrF2O2S2 in a non-equilibrium geometry.

Output
**E_HOMO**: -12.662 eV
**Net charge**: +1
**Kohn-Sham gap**: 6.250 eV

```
19
Properties=species:S:1:pos:R:3:forces:R:3:lowdin_charge:R:1
Br 1.7547 -2.2880 1.8812 -0.28 0.02 0.08 0.5862
S -0.3829 -2.2152 2.0952 0.38 -0.88 -0.54 0.5813
S -0.7038 -0.8077 3.6926 -0.42 -0.46 1.55 0.4150
F 1.3711 -1.6551 -1.1000 -0.12 0.14 0.09 -0.0103
F -0.4630 0.5294 3.0122 0.09 0.28 -0.30 -0.0958
O -2.0627 -0.9790 4.0106 -0.10 0.30 -0.58 -0.1951
O 0.3353 -1.1123 4.5894 0.27 0.28 -0.37 -0.2263
C -0.4344 1.9301 -1.9948 -0.02 0.05 -0.02 -0.0695
C -0.1459 1.0181 -3.0024 0.01 0.02 0.11 -0.0502
C 0.4693 -0.1877 -2.7033 0.02 -0.13 -0.16 0.0004
C 0.7785 -0.4652 -1.3894 -0.08 0.13 -0.15 -0.2897
C 0.4996 0.4258 -0.3687 -0.07 -0.22 0.12 -0.0716
C -0.1098 1.6359 -0.6811 -0.06 -0.02 -0.04 -0.0699
H -0.3226 2.3494 0.1034 0.01 0.00 0.02 0.1115
H -0.9085 2.8706 -2.2367 0.00 0.01 0.00 0.1130
H -0.4005 1.2472 -4.0275 0.01 -0.01 -0.02 0.1174
H -0.7502 -1.5777 0.9424 0.13 0.40 0.20 -0.0275
H 0.7688 0.1884 0.6523 0.20 0.10 0.00 0.0530
H 0.7071 -0.9069 -3.4752 0.01 -0.01 0.02 0.1280
```
Positions in Å, forces in eV/Å.


3.
ORCA calculation (the ωB97M-V functional and the def2-TZVPD basis) on a single C6H6BrNO3S2 molecule in a non-equilibrium geometry.

Output
**E_HOMO**: -9.496 eV
**Kohn-Sham gap**: 8.232 eV

```
19
Properties=species:S:1:pos:R:3:forces:R:3:lowdin_charge:R:1
Br -4.7375 -0.4239 -0.3674 0.03 -0.14 -0.06 0.7578
S 2.7388 -0.1975 -1.3139 -3.27 -3.41 -2.17 0.8849
S 1.4144 0.8567 0.3654 1.09 0.64 2.63 0.6291
O 1.7704 -1.2937 -1.9055 2.91 3.11 1.65 -0.5639
O 1.4857 2.2905 0.2379 0.08 0.07 -1.04 -0.3346
O 2.0297 0.3344 1.5859 -0.24 -0.60 -0.49 -0.3888
N 3.8632 -0.9012 -0.3091 -0.90 1.55 1.59 -0.2420
C -2.1275 0.3319 -1.1535 -0.91 0.72 0.90 -0.1039
C -2.3633 -0.4148 1.1807 0.52 0.15 -1.40 -0.0835
C -0.8620 0.7380 -0.8701 0.46 -0.66 -0.71 -0.0806
C -2.8792 -0.1664 -0.1045 -0.32 -0.68 0.76 -0.6604
C -1.0003 -0.1232 1.3748 -1.49 0.46 1.05 -0.0336
C -0.2991 0.4252 0.3397 1.05 0.13 -0.99 -0.3269
H -0.6434 0.0465 2.3781 0.49 -1.00 0.23 0.1252
H 3.5249 -0.6323 0.6543 0.66 -0.29 -0.52 0.0365
H -2.5918 0.6301 -2.0585 -0.37 -0.10 -0.76 0.1030
H -3.0283 -0.8561 1.9151 0.31 0.36 0.21 0.1033
H 3.9936 -1.8974 -0.3390 -0.43 -0.48 -0.46 0.0593
H -0.2883 1.2534 -1.6104 0.30 0.16 -0.40 0.1190
```
Positions in Å, forces in eV/Å.


4.
ORCA calculation (the ωB97M-V functional and the def2-TZVPD basis) on a single C6H6Cl2N2O2 molecule in a non-equilibrium geometry.

Output
**E_HOMO**: -9.261 eV
**SMILES**: O=[N+]([O-])[C@@]1(N(Cl)Cl)C=CC=CC1
**Kohn-Sham gap**: 8.822 eV

```
18
Properties=species:S:1:pos:R:3:forces:R:3:lowdin_charge:R:1
Cl -1.8807 2.3542 0.4154 0.39 1.14 -0.18 0.6852
Cl -3.0754 0.1765 -0.9926 0.33 0.69 0.54 0.6053
O -0.5993 -2.2937 -0.4304 -0.12 0.07 0.04 0.1060
O -2.0022 -1.6603 1.0891 0.08 -0.57 0.15 0.0783
N -1.9508 0.6971 0.3414 -1.89 -1.49 -1.34 -0.8505
N -1.1601 -1.4662 0.2553 0.52 -0.24 0.01 -0.3741
C 0.0824 0.3431 1.3510 0.96 -0.95 2.98 -0.0600
C 1.4095 0.1752 1.3318 -0.34 0.72 -2.61 -0.0365
C 2.0864 0.0747 0.0242 -1.37 -0.56 1.04 -0.0896
C -0.6890 -0.0038 0.0941 -1.15 1.95 1.79 -0.5345
C -0.0142 0.2349 -1.2089 1.63 3.63 -0.07 -0.1586
C 1.4435 0.0185 -1.1109 0.48 -0.34 -2.06 -0.0961
H -0.0897 1.3586 -1.6902 -0.38 -2.37 1.71 0.1885
H -0.3956 -0.3526 -1.9440 -1.35 -1.83 -2.02 0.0665
H -0.3846 0.4585 2.4261 0.24 -0.33 -2.73 0.1646
H 2.0080 -0.1986 -2.0558 -0.65 0.47 0.93 0.1367
H 3.0980 -0.0783 -0.0037 2.47 -0.29 0.21 0.0754
H 2.1139 0.1623 2.1079 0.15 0.29 1.63 0.0936
```
Positions in Å, forces in eV/Å.


5.
ORCA calculation (the ωB97M-V functional and the def2-TZVPD basis) on 2 unconnected molecules or ions with the total composition C6H6Cl2N2OSi2 in a non-equilibrium geometry.

Output
**E_HOMO**: -10.735 eV
**Kohn-Sham gap**: 9.984 eV

```
19
Properties=species:S:1:pos:R:3:forces:R:3:lowdin_charge:R:1
Cl -0.8509 -2.4712 0.6146 0.70 0.35 0.08 0.4159
Cl 0.9549 2.5755 -1.8387 0.70 0.49 -0.36 0.4950
Si 0.5223 -0.9723 0.5485 2.31 0.43 -1.48 0.2189
Si -0.5402 1.7192 -0.8970 -2.47 -1.60 0.87 -0.0588
O -0.1581 0.3061 -0.1585 1.07 -0.60 0.84 -0.3747
N -1.4997 3.6308 1.2705 0.05 -0.63 -0.31 0.0844
N 3.1247 -1.6396 -2.0938 3.41 -0.77 -3.62 -0.0743
C -2.4389 -0.1728 -2.1632 3.07 3.60 1.19 0.0067
C 1.7672 -1.6343 3.0271 0.27 2.58 1.00 -0.0502
C 2.3744 -1.4604 -1.2844 -5.61 1.19 5.65 -0.2971
C 1.6204 -0.7092 2.0600 1.50 -0.67 0.38 -0.2370
C -1.1967 2.8063 0.5195 0.55 0.46 -0.52 -0.2446
C -2.0162 1.1228 -1.8775 -0.51 -1.53 -1.21 -0.2128
H -1.7160 -0.9720 -1.9871 -0.98 -0.31 0.18 0.0428
H 2.3514 -1.3693 3.9404 0.10 -0.32 -1.11 0.0841
H -3.3423 -0.1735 -2.7022 -0.84 -0.99 -0.68 0.0404
H 1.1740 -2.4531 3.2126 -1.39 -2.02 -0.22 0.0181
H -2.6115 1.8541 -2.4149 -0.26 0.39 0.50 0.0487
H 2.4810 0.0128 2.2240 -1.66 -0.05 -1.20 0.0944
```
Positions in Å, forces in eV/Å.


6.
ORCA calculation (the ωB97M-V functional and the def2-TZVPD basis) on 2 unconnected molecules or ions with the total composition C6H6Cl2N3 in a non-equilibrium geometry.

Output
**E_HOMO (alpha / beta)**: -13.114 / -13.833 eV
**Net charge**: +1
**Kohn-Sham gap (alpha / beta)**: 6.163 / 8.060 eV

```
17
Properties=species:S:1:pos:R:3:forces:R:3:lowdin_charge:R:1
Cl -3.5366 -0.9713 -0.9815 -0.10 0.02 0.21 0.7798
Cl 3.2215 -0.0925 -0.5506 0.27 0.10 0.28 0.8192
N -2.9293 2.6032 -0.3686 0.18 1.68 -0.24 0.2011
N -0.0083 2.0646 -0.1668 1.92 -1.49 0.77 0.1192
N 0.5904 -0.0360 -0.1504 -0.15 -0.72 0.31 -0.1184
C -3.3055 0.1795 0.2117 0.32 -0.70 1.94 -0.5317
C 1.4133 2.0133 -0.2562 -0.12 0.57 0.77 -0.0117
C -3.1322 1.5120 -0.0933 -0.22 -0.46 -0.36 -0.3471
C 1.7712 0.6914 -0.2096 -0.58 0.90 -1.05 -0.6725
C -0.4033 0.8093 0.0114 -0.70 0.14 -0.61 0.0163
C 0.3945 -1.5347 -0.2913 -0.33 1.64 1.11 0.0421
H 1.2157 -1.8792 -0.9750 -1.48 0.01 0.31 0.0926
H -0.5315 2.8784 0.0823 -0.54 0.49 -0.10 0.1377
H -3.4685 -0.0417 1.3135 0.22 -0.19 -1.66 0.1208
H 2.0048 2.9345 -0.1266 -0.36 -0.79 -0.49 0.1504
H -0.7245 -1.5139 -0.5582 2.01 -1.14 -0.05 0.0863
H 0.5739 -1.9257 0.7459 -0.34 -0.05 -1.14 0.1159
```
Positions in Å, forces in eV/Å.


7.
ORCA calculation (the ωB97M-V functional and the def2-TZVPD basis) on a molecular structure, C6H6CrO18 in a non-equilibrium geometry.

Output
**E_HOMO (alpha / beta)**: 2.126 / 1.911 eV
**2S+1**: 5
**Net charge**: -4
**Kohn-Sham gap (alpha / beta)**: 3.958 / 6.710 eV
**⟨S²⟩**: 6.19

```
31
Properties=species:S:1:pos:R:3:forces:R:3:lowdin_charge:R:1
Cr -21.3304 -34.5344 -7.9918 -0.51 -0.27 0.52 1.3365
O -19.0144 -36.1802 -9.7000 -4.63 1.04 -1.31 -0.0206
O -21.8148 -31.9853 -9.8823 1.66 0.16 -0.81 -0.0744
O -17.2646 -31.7022 -5.9131 1.99 1.72 -1.68 0.0386
O -18.7720 -32.0877 -4.3854 0.27 0.83 -0.80 -0.1292
O -23.5898 -31.1790 -10.8761 0.13 0.71 -1.49 -0.0742
O -21.6166 -30.5144 -11.6166 1.28 0.39 -1.08 0.0282
O -24.8441 -32.1872 -6.3666 -0.96 1.11 2.87 -0.0792
O -21.2464 -37.2935 -6.2988 -1.12 -0.45 -1.40 -0.0523
O -17.2081 -36.8600 -10.7271 1.42 -1.16 -2.88 0.0476
O -24.0047 -35.9075 -9.2548 1.46 -1.67 0.34 -0.0589
O -18.6622 -33.4169 -6.1711 -0.03 0.45 -1.36 -0.0370
O -25.8510 -34.9010 -9.8185 -1.32 -0.75 -0.52 -0.0768
O -23.0929 -33.1997 -5.6487 2.83 -1.89 0.58 -0.0292
O -17.2458 -36.5928 -8.6494 5.87 -1.11 7.77 0.0462
O -24.1427 -32.0709 -4.1154 -0.93 0.53 0.73 0.0281
O -21.4641 -39.0289 -5.0022 -0.81 -1.22 -0.55 -0.0482
O -25.6505 -37.0304 -10.2069 -1.56 -4.24 -1.34 0.0712
O -23.2387 -38.3840 -6.1936 -0.78 -0.93 -0.93 0.0761
C -24.0610 -32.4981 -5.4142 -0.39 -0.23 -4.43 -0.8646
C -21.9394 -38.3159 -5.8995 3.07 2.77 2.71 -0.8186
C -18.3205 -32.4062 -5.5428 -2.72 -3.19 3.44 -0.8852
C -22.3422 -31.2828 -10.7824 -2.61 -2.25 4.04 -0.8690
C -25.1476 -35.9452 -9.7389 2.29 6.57 2.05 -0.9393
C -17.8736 -36.5688 -9.6183 -5.05 2.13 -2.57 -1.0574
H -16.4704 -37.0104 -10.1315 2.02 -0.62 -0.94 0.0601
H -23.3191 -37.9549 -7.0485 -0.42 0.63 -0.32 0.0923
H -17.3260 -30.9983 -5.2632 0.31 0.27 0.25 0.0718
H -22.3568 -30.2789 -12.1807 -0.08 0.59 -0.45 0.0669
H -24.9796 -31.6034 -4.0653 -0.19 0.20 -0.09 0.0659
H -26.5400 -36.7116 -10.3763 -0.46 -0.12 -0.36 0.0846
```
Positions in Å, forces in eV/Å.


8.
ORCA calculation (the ωB97M-V functional and the def2-TZVPD basis) on a molecular structure, C6H6F2InNO9 in a non-equilibrium geometry.

Output
**E_HOMO**: -17.092 eV
**Net charge**: +2
**Kohn-Sham gap**: 2.385 eV

```
25
Properties=species:S:1:pos:R:3:forces:R:3:lowdin_charge:R:1
In 4.0379 17.0057 24.5442 -0.66 0.00 -0.55 1.3683
F 1.3367 16.2618 30.8884 0.02 0.09 -0.11 0.1212
F -0.1928 18.7733 19.3590 -0.15 -0.27 0.18 0.1257
O 3.1857 18.2081 29.3164 0.54 0.18 -0.07 0.1405
O 3.2895 17.0471 27.4046 0.73 0.02 -0.03 0.0398
O 6.5921 16.6211 28.6635 -0.31 0.50 -0.81 0.3615
O 2.5136 16.6955 22.1643 0.47 -0.49 0.77 -0.0139
O 1.2345 18.1546 21.0409 -0.28 -0.41 0.15 0.1517
O 2.6100 16.8649 19.9244 0.55 -1.37 0.61 0.1184
O 7.0710 18.6021 28.0893 -0.24 0.01 -0.66 0.3581
O 6.0068 17.1995 26.7991 -0.36 -0.22 -0.28 0.1541
O 2.9717 16.0383 29.3848 0.83 -1.15 -0.24 0.1821
N 6.5796 17.5555 27.8213 0.87 -0.29 1.87 -0.5078
C 3.0786 17.8734 30.7196 -0.12 0.51 0.23 0.0237
C 1.0847 18.5510 19.6548 0.38 -0.78 0.05 -0.2668
C 1.7317 17.3420 18.9392 -0.66 1.76 -1.09 -0.0243
C 2.1106 17.1394 21.1146 0.13 2.11 -0.17 -0.5463
C 2.6652 16.4005 30.7336 -0.11 1.01 0.01 -0.2433
C 3.2381 17.0913 28.6287 -1.93 -0.18 0.18 -0.5412
H 1.6516 19.4686 19.4959 -0.08 0.07 0.16 0.1775
H 3.1549 15.8017 31.4982 0.26 -0.31 -0.46 0.1861
H 1.0636 16.5529 18.5953 -0.17 0.18 0.13 0.1595
H 2.2697 17.7965 18.1068 0.32 -0.70 -0.06 0.1522
H 2.3288 18.5108 31.1859 0.00 0.04 -0.10 0.1643
H 4.0619 18.1061 31.1320 -0.05 -0.30 0.29 0.1588
```
Positions in Å, forces in eV/Å.


9.
ORCA calculation (the ωB97M-V functional and the def2-TZVPD basis) on a gas-phase ion, C6H6F3N2O (charge +1) in a non-equilibrium geometry.

Output
**E_HOMO**: -15.635 eV
**Net charge**: +1
**SMILES**: FC(F)(F)OCc1ccc[nH+]n1
**Kohn-Sham gap**: 9.624 eV

```
18
Properties=species:S:1:pos:R:3:forces:R:3:lowdin_charge:R:1
F -0.3024 2.2717 -1.2101 2.38 0.69 1.70 0.1062
F 1.9151 2.5069 -1.5874 -2.46 0.38 2.56 0.0943
F 0.8416 3.9912 -0.2216 -0.06 -3.64 -0.70 0.1207
O 1.2988 1.7752 0.4689 -2.21 1.35 -1.40 -0.0101
N -1.5916 -0.4986 0.6592 3.10 0.07 -0.62 0.1258
N -1.9812 -1.6525 0.1316 4.16 -1.52 -1.43 0.0383
C -0.2341 -0.2035 0.5773 0.87 0.76 -0.10 -0.1159
C 0.9674 -0.9961 0.0105 -4.71 -3.57 -1.11 0.1405
C 0.4771 -2.3622 -0.6087 -1.95 4.83 2.60 0.0812
C 0.9072 2.6267 -0.5860 1.40 0.91 -1.88 -0.4636
C 0.1620 1.2474 1.1952 -0.27 -1.70 1.14 -0.0907
C -1.0450 -2.5153 -0.4751 0.94 -1.08 -0.66 0.0292
H -0.7290 1.9489 1.2717 1.19 -0.97 -0.31 0.1563
H 0.5478 1.0112 2.2568 -0.56 0.61 -1.65 0.1630
H 1.1841 -3.0991 -1.1141 -1.47 0.97 0.78 0.1336
H 2.0564 -0.6810 0.0134 -1.73 -0.16 0.11 0.1438
H -2.9885 -1.8972 0.1549 0.86 0.32 0.05 0.1958
H -1.4857 -3.4738 -0.9366 0.54 1.75 0.92 0.1516
```
Positions in Å, forces in eV/Å.


10.
ORCA calculation (the ωB97M-V functional and the def2-TZVPD basis) on 2 unconnected molecules or ions with the total composition C6H6F3N2O4S in a non-equilibrium geometry.

Output
**E_HOMO**: -2.425 eV
**Net charge**: -1
**Kohn-Sham gap**: 4.531 eV

```
22
Properties=species:S:1:pos:R:3:forces:R:3:lowdin_charge:R:1
S -0.4656 2.2922 2.6448 0.14 0.50 0.88 1.0700
F -2.7412 0.9780 2.7447 1.23 -0.30 0.31 0.0582
F -1.0359 -0.3645 2.4224 -0.37 1.28 0.70 0.0725
F -1.2633 0.6295 4.3711 -0.39 0.13 -1.29 0.0342
O -0.7223 3.4818 0.3494 1.04 -1.91 0.62 0.0671
O 1.5831 0.8904 -3.4696 0.69 0.84 -1.58 -0.2410
O 1.8804 -0.8338 -4.8121 0.64 1.53 -1.32 -0.2163
O -0.2621 -2.9956 -1.1953 0.65 1.21 0.26 0.0330
N 1.5492 -0.3148 -3.7509 -1.26 -2.39 2.99 -0.4645
N -0.4388 -0.7108 -1.3835 0.00 0.91 3.53 0.1037
C -1.4054 0.8128 3.0125 -0.46 -1.20 0.39 -0.8248
C 0.1470 1.2091 0.1845 -0.42 -0.05 -1.09 -0.1052
C 1.2812 -1.6902 0.1262 0.28 0.21 0.48 -0.0120
C -0.3717 2.4222 0.8316 -1.23 1.20 -0.24 -0.6423
C 0.1485 -1.8858 -0.8679 -0.60 -0.51 -0.59 -0.5078
C -0.7300 0.3387 -0.3067 -0.19 -1.05 -3.21 -0.0561
H 1.0495 -0.9199 0.8946 0.02 -0.70 -0.55 0.0519
H -1.8185 0.4014 -0.1356 0.67 0.37 0.01 0.1330
H 1.2194 1.1633 0.0181 -0.17 0.01 -0.25 0.1364
H 1.4324 -2.6484 0.6408 0.11 0.29 -0.29 0.0810
H 2.2194 -1.3466 -0.3594 -0.65 -0.37 -0.02 0.0986
H -1.2553 -0.9090 -1.9596 0.26 0.00 0.26 0.1304
```
Positions in Å, forces in eV/Å.